DFT (ωB97M-V/def2-TZVPD) results for a structure of composition C27H45N4RbSi2.

* charge: -2
* multiplicity: 1
* calculated total energy: -51100.677 eV
* largest force on an atom: 0.0037 Eh/bohr
* energy above the lowest of the compared OMol25 structures with the same formula, charge and spin: 0.000 eV
* HOMO energy: 0.0 eV

Each line ends with the natural charge from an NBO analysis.
Cartesian coordinates (Å):
1 Rb 0.0633 -0.4685 -0.2778  0.8702
2 C 4.2450 -0.8412 0.0631  -0.6449
3 C 3.8736 0.6133 0.1621  0.2596
4 C 4.6491 1.5129 0.8862  -0.4000
5 C 4.1987 2.8377 0.9423  -0.1763
6 C 3.0298 3.2018 0.3229  -0.3675
7 C 2.2605 2.2272 -0.4085  0.4175
8 N 2.7567 0.9508 -0.4702  -0.5717
9 N 1.1159 2.4574 -1.0204  -1.1317
10 Si 0.1741 3.8536 -1.1168  1.8095
11 C 1.0482 5.3126 -1.9675  -1.1245
12 C -1.3464 3.4547 -2.1408  -1.1335
13 C -0.4486 4.4912 0.5528  -1.1316
14 H 5.1730 -1.0607 0.5944  0.1849
15 H 4.3596 -1.1255 -0.9851  0.2099
16 H 3.4389 -1.4523 0.4761  0.2609
17 H 5.5500 1.1888 1.3907  0.1913
18 H 4.7670 3.5827 1.4936  0.1838
19 H 2.6739 4.2239 0.3730  0.1923
20 H 1.3823 5.0131 -2.9651  0.2188
21 H 1.9302 5.6403 -1.4101  0.2159
22 H 0.3763 6.1702 -2.0763  0.2082
23 H -1.0765 3.1556 -3.1580  0.2200
24 H -2.0233 4.3135 -2.2054  0.2059
25 H -1.8857 2.6203 -1.6820  0.2699
26 H 0.3710 4.7338 1.2347  0.2160
27 H -1.0537 3.7108 1.0223  0.2428
28 H -1.0737 5.3825 0.4379  0.2092
29 C -5.5523 -1.3672 0.9283  -1.1181
30 Si -3.7126 -0.9685 0.5088  1.6048
31 C -3.2385 -2.4784 -0.5486  -1.1082
32 C -2.9328 -1.1565 2.2418  -1.1067
33 C -3.2251 0.5474 -0.2856  -1.5154
34 H -5.6664 -2.3470 1.4092  0.1959
35 H -6.1543 -1.3613 0.0138  0.2056
36 H -5.9664 -0.6069 1.5986  0.2049
37 H -3.0416 -3.3630 0.0638  0.2214
38 H -2.3581 -2.2980 -1.1683  0.2220
39 H -4.0646 -2.7242 -1.2257  0.2062
40 H -3.0208 -2.1833 2.6120  0.2098
41 H -3.4701 -0.5107 2.9470  0.2086
42 H -1.8836 -0.8593 2.2843  0.2170
43 H -3.3352 1.5014 0.2333  0.1982
44 H -3.3683 0.6369 -1.3653  0.1949
45 C 0.3650 0.0717 4.8653  -0.1859
46 C 0.3571 -1.1856 4.2849  -0.2597
47 C 0.9941 -1.3613 3.0613  0.0279
48 N 1.6218 -0.3658 2.4350  -0.4394
49 C 1.6280 0.8399 2.9970  0.0420
50 C 1.0105 1.1105 4.2117  -0.2791
51 H -0.1431 0.2461 5.8072  0.1969
52 H -0.1574 -2.0188 4.7461  0.2112
53 H 0.9770 -2.3053 2.5182  0.2542
54 H 2.1390 1.6209 2.4434  0.2109
55 H 1.0235 2.1146 4.6160  0.2046
56 C 0.7611 -6.1569 0.2471  -0.6224
57 C 0.1451 -4.7641 0.4846  -0.2462
58 C -0.5128 -4.7481 1.8671  -0.6040
59 C 1.1010 -3.5845 0.3394  -0.9919
60 H 0.0224 -6.9719 0.3194  0.1589
61 H 1.5493 -6.3414 0.9860  0.1802
62 H 1.2245 -6.2001 -0.7413  0.1925
63 H -0.6662 -4.6518 -0.2513  0.1720
64 H 0.2633 -4.8032 2.6417  0.1767
65 H -1.2013 -5.5888 2.0247  0.1699
66 H -1.0633 -3.8166 2.0126  0.2130
67 H 1.5576 -3.6122 -0.6679  0.1470
68 H 1.9357 -3.7332 1.0577  0.1264
69 C -0.1974 1.6017 -5.5678  -0.1875
70 C -1.3154 0.8319 -5.2828  -0.2828
71 C -1.2880 0.0285 -4.1519  0.0486
72 N -0.2446 -0.0432 -3.3310  -0.4305
73 C 0.8182 0.7128 -3.6002  0.0643
74 C 0.8882 1.5444 -4.7121  -0.2629
75 H -0.1826 2.2515 -6.4356  0.1977
76 H -2.1981 0.8605 -5.9082  0.2043
77 H -2.1490 -0.5735 -3.8807  0.1986
78 H 1.6268 0.6799 -2.8781  0.2375
79 H 1.7708 2.1493 -4.8730  0.2109